(i)
C2H3F2N | ωB97M-V with the def2-TZVPD basis set

Its HOMO energy (alpha / beta) is -10.59 / -10.60 eV. As for the net charge: 0. Its LUMO energy (alpha / beta) is -1.67 / -1.66 eV.

Atoms and positions in Å:
C: 0.81 0.06 -0.45
C: -0.28 0.24 0.54
N: -0.45 -0.76 -0.32
F: -1.63 1.86 -0.08
F: -0.52 -2.15 0.00
H: 0.71 0.67 -1.25
H: 1.88 -0.29 -0.07
H: -0.52 0.37 1.62

***

(ii)
C2H3F2N | ωB97M-V with the def2-TZVPD basis set

Its HOMO energy is -10.13 eV. As for the net charge: 0. Its LUMO energy is 0.90 eV.

Atoms and positions in Å:
C: -0.17 0.09 -0.69
C: -0.20 -0.30 0.70
N: 0.69 0.79 0.17
F: 0.41 -0.73 -1.64
F: -1.28 0.08 1.40
H: -1.48 0.83 -1.04
H: 0.35 -1.22 1.08
H: 1.68 0.48 0.02

***

Relative to the most stable one, in kcal/mol, the structures come out at (i) 84.6; (ii) 0.0.